1.
Density functional theory data (ωB97M-V/def2-TZVPD) for a cluster of 2 separate species, C5H14NO2 in total at a distorted geometry.

The geometry in XYZ format:
```
22
Properties=species:S:1:pos:R:3
O 2.264 0.404 1.440
C 2.192 -0.523 0.385
C 0.850 -0.163 -0.411
N -0.209 0.264 0.519
C -1.514 -0.385 -0.043
C -1.144 -0.874 -1.450
C 0.299 -1.369 -1.235
H 3.030 0.984 1.175
H 3.111 -0.494 -0.244
H 2.171 -1.538 0.852
H 1.173 0.616 -1.094
H -0.012 -0.088 1.495
H -0.369 1.252 0.663
H -2.336 0.321 0.005
H -1.759 -1.147 0.692
H -1.258 -0.090 -2.161
H -1.856 -1.686 -1.704
H 0.194 -2.296 -0.633
H 1.010 -1.648 -1.979
H -2.256 2.797 0.521
H -1.704 3.229 1.868
O -1.879 2.437 1.337
```

Summary:
Kohn-Sham gap (alpha / beta) in eV: 11.8 / 4.9
HOMO energy (alpha / beta) in eV: -19.210 / -19.208
Net charge: +2
Spin multiplicity: 2

***

2.
Density functional theory data (ωB97M-V/def2-TZVPD) for the molecule C10H10BrNO3 at a distorted geometry.

The geometry in XYZ format:
```
25
Properties=species:S:1:pos:R:3
O -1.142 1.665 0.608
N -1.898 0.676 0.326
C -3.218 0.841 0.350
C -4.078 -0.170 -0.057
Br -6.012 0.163 0.028
C -3.623 -1.340 -0.615
C -2.198 -1.569 -0.478
C -1.384 -0.573 -0.055
C 0.123 -0.669 -0.017
C 0.659 0.138 -1.228
C 1.726 1.137 -0.742
O 2.748 0.456 -0.079
C 2.278 0.077 1.187
C 0.964 -0.720 1.215
O 0.753 -1.795 0.305
H -3.570 1.862 0.590
H -4.407 -2.021 -1.075
H -1.889 -2.544 -0.511
H -0.073 0.771 -1.817
H 1.146 -0.505 -1.859
H 2.106 1.578 -1.615
H 1.146 1.943 -0.096
H 1.919 1.058 1.713
H 3.056 -0.581 1.521
H 0.725 -0.871 2.299
```

Summary:
SMILES: [O-][n+]1cc(Br)ccc1[C@@]12CCOC[C@@H]1O2
Kohn-Sham gap (alpha / beta) in eV: 8.9 / 8.9
HOMO energy (alpha / beta) in eV: -8.865 / -8.865

***

Record-wise energy relative to the best compared isomer or geometry (same formula, charge and spin) values, in kcal/mol: 14.5; 83.6
Record-wise E_tot values, in Eh: -403.36740; -3241.38264